# 1
{"formula": "C4HLiNiO2", "method": "ωB97M-V/def2-TZVPD", "lumo_ev": [-4.677, -6.242], "e_above_lowest_kcal_mol": 67.19, "spin_multiplicity": 4, "gap_ev": [7.87, 6.49], "charge": 1, "s2": 3.787, "homo_energy_ev": [-12.54, -12.73], "species": ["C", "C", "O", "O", "C", "C", "H", "Ni", "Li"], "positions_angstrom": [[-1.064, -0.159, 0.395], [-2.244, -0.239, 0.935], [-3.358, -0.218, 1.309], [1.174, 0.598, -1.282], [1.315, 0.562, 0.062], [0.228, 0.219, 0.831], [1.599, -0.253, 1.129], [-0.572, -0.506, -1.570], [2.923, -0.005, -1.808]], "lowdin_spin": [0.27, 0.15, 0.17, 0.24, 0.50, 0.59, 0.03, 1.03, 0.00]}

=====

# 2
{"formula": "C30H59Br18FN2O6P", "method": "ωB97M-V/def2-TZVPD", "lumo_ev": -2.099, "gap_ev": 9.11, "charge": 1, "homo_energy_ev": -11.21, "species": ["C", "C", "C", "C", "O", "N", "C", "C", "C", "C", "P", "O", "O", "O", "N", "C", "O", "O", "C", "C", "C", "F", "H", "H", "H", "H", "H", "H", "H", "H", "H", "H", "H", "H", "H", "H", "H", "H", "H", "H", "H", "H", "H", "H", "H", "Br", "C", "C", "Br", "H", "H", "H", "H", "Br", "C", "C", "Br", "H", "H", "H", "H", "Br", "C", "C", "Br", "H", "H", "H", "H", "Br", "C", "C", "Br", "H", "H", "H", "H", "Br", "C", "C", "Br", "H", "H", "H", "H", "Br", "C", "C", "Br", "H", "H", "H", "H", "Br", "C", "C", "Br", "H", "H", "H", "H", "Br", "C", "C", "Br", "H", "H", "H", "H", "Br", "C", "C", "Br", "H", "H", "H", "H"], "positions_angstrom": [[0.667, 1.305, -3.495], [1.050, -0.098, -3.996], [2.487, -0.536, -3.646], [2.604, -1.324, -2.364], [3.198, -0.532, -1.241], [2.569, -0.895, -0.092], [2.780, -2.087, 0.586], [3.777, -3.108, 0.205], [5.067, -2.927, 1.016], [1.902, -2.061, 1.624], [1.543, -3.256, 2.902], [1.532, -2.586, 4.213], [0.123, -3.826, 2.519], [2.606, -4.413, 2.810], [1.206, -0.846, 1.586], [0.138, -0.449, 2.501], [-0.836, 0.283, 1.823], [-1.414, -0.628, 0.894], [1.668, -0.147, 0.547], [1.334, 1.228, 0.104], [2.170, 2.231, 0.945], [3.012, 1.513, 1.799], [0.172, 1.890, -4.256], [0.007, 1.224, -2.635], [1.559, 1.825, -3.163], [0.988, -0.085, -5.078], [0.386, -0.866, -3.610], [2.787, -1.218, -4.438], [3.190, 0.289, -3.687], [3.229, -2.196, -2.482], [1.625, -1.658, -2.041], [3.398, -4.105, 0.382], [4.054, -2.990, -0.833], [5.575, -2.004, 0.756], [5.758, -3.732, 0.789], [4.885, -2.961, 2.083], [-0.369, -3.898, 3.351], [3.167, -4.304, 3.593], [-0.338, -1.331, 2.908], [0.459, 0.155, 3.344], [-1.297, -0.240, 0.011], [1.663, 1.351, -0.917], [0.278, 1.434, 0.180], [1.559, 2.886, 1.554], [2.829, 2.789, 0.295], [-2.777, -1.209, -2.474], [-3.795, -1.942, -0.976], [-4.425, -3.261, -1.325], [-5.981, -3.038, -2.463], [-4.523, -1.189, -0.694], [-3.074, -2.065, -0.171], [-4.791, -3.753, -0.426], [-3.746, -3.925, -1.850], [3.988, 4.809, 4.072], [3.880, 3.556, 5.556], [3.460, 2.204, 5.053], [1.558, 2.181, 4.643], [3.189, 3.971, 6.282], [4.878, 3.517, 5.986], [3.604, 1.435, 5.809], [3.980, 1.923, 4.144], [-4.665, -1.489, 3.169], [-4.070, 0.365, 3.112], [-5.122, 1.304, 3.632], [-6.555, 1.566, 2.338], [-3.793, 0.573, 2.084], [-3.184, 0.404, 3.741], [-4.698, 2.289, 3.799], [-5.584, 0.949, 4.546], [1.376, -6.128, -0.977], [2.178, -6.720, -2.651], [3.047, -5.652, -3.258], [1.977, -4.245, -4.074], [1.360, -7.012, -3.301], [2.771, -7.595, -2.396], [3.654, -6.061, -4.063], [3.692, -5.175, -2.527], [-6.578, 5.134, 8.703], [-6.422, 5.043, 6.768], [-6.245, 3.628, 6.290], [-4.439, 2.975, 6.626], [-5.592, 5.684, 6.489], [-7.349, 5.459, 6.380], [-6.381, 3.571, 5.211], [-6.922, 2.934, 6.777], [-2.152, 3.434, -5.554], [-1.892, 3.257, -7.475], [-1.713, 1.821, -7.884], [0.062, 1.153, -7.437], [-1.039, 3.875, -7.734], [-2.791, 3.670, -7.927], [-1.793, 1.721, -8.964], [-2.426, 1.157, -7.406], [-8.082, -6.573, -4.261], [-9.281, -6.738, -2.739], [-8.916, -5.779, -1.639], [-7.343, -6.368, -0.662], [-9.243, -7.774, -2.419], [-10.273, -6.513, -3.124], [-9.712, -5.724, -0.900], [-8.697, -4.783, -2.009], [3.140, 5.281, 0.199], [3.249, 7.194, 0.547], [2.332, 7.606, 1.667], [0.474, 7.650, 1.096], [3.019, 7.693, -0.388], [4.286, 7.382, 0.813], [2.562, 8.618, 1.992], [2.381, 6.933, 2.517], [4.216, 2.570, -2.186], [5.881, 1.865, -1.462], [7.077, 2.551, -2.064], [7.410, 1.932, -3.876], [5.874, 0.796, -1.649], [5.831, 2.047, -0.390], [7.975, 2.308, -1.501], [6.960, 3.628, -2.114]], "mulliken_charge": [-0.02, -0.08, -0.97, -0.24, 0.08, 0.96, 0.04, -0.25, -1.51, 0.38, 0.64, -0.73, -0.47, -0.54, 1.14, -0.60, -0.37, -0.11, -0.79, 0.78, 0.46, -0.42, -0.04, 0.06, -0.16, -0.01, 0.16, 0.42, 0.38, 0.12, 0.55, 0.24, -0.06, 0.35, 0.45, 0.31, 0.37, 0.36, 0.66, -0.31, 0.24, -1.19, 0.72, 0.55, -0.91, -0.15, -0.34, -0.65, -0.12, 0.40, 0.10, 0.39, 0.40, -0.13, -0.57, -0.55, -0.10, 0.38, 0.38, 0.42, 0.24, -0.16, -0.39, -0.70, -0.15, 0.31, 0.27, 0.35, 0.46, -0.12, -0.58, -0.52, -0.09, 0.38, 0.36, 0.43, 0.21, -0.13, -0.64, -0.49, -0.14, 0.39, 0.37, 0.23, 0.42, -0.14, -0.58, -0.59, -0.13, 0.36, 0.36, 0.35, 0.38, -0.12, -0.60, -0.50, -0.13, 0.37, 0.35, 0.35, 0.28, 0.05, -0.63, -0.40, -0.13, 0.42, 0.35, 0.39, 0.11, -0.14, -0.50, -0.72, -0.14, 0.37, 0.33, 0.43, 0.40]}

=====

# 3
{"formula": "C23H33N4", "method": "ωB97M-V/def2-TZVPD", "lumo_ev": -4.853, "e_above_lowest_kcal_mol": 2.61, "gap_ev": 5.13, "charge": 1, "homo_energy_ev": -9.99, "species": ["C", "N", "C", "C", "C", "C", "C", "C", "C", "C", "C", "C", "H", "H", "H", "H", "H", "H", "H", "H", "H", "H", "H", "H", "H", "H", "C", "N", "C", "C", "N", "C", "C", "C", "C", "C", "C", "C", "N", "C", "C", "H", "H", "H", "H", "H", "H", "H", "H", "H", "H", "H", "H", "H", "H", "H", "H", "H", "H", "H"], "positions_angstrom": [[-4.811, 0.087, 2.035], [-3.478, -0.515, 2.112], [-3.408, -1.979, 2.102], [-2.356, 0.244, 1.929], [-1.075, -0.274, 1.978], [0.021, 0.355, 1.422], [1.340, -0.176, 1.394], [2.325, 0.452, 0.607], [3.599, -0.056, 0.536], [3.938, -1.194, 1.247], [2.990, -1.830, 2.030], [1.710, -1.337, 2.104], [-5.582, -0.681, 2.020], [-4.985, 0.726, 2.899], [-4.906, 0.682, 1.128], [-4.400, -2.419, 2.026], [-2.826, -2.311, 1.242], [-2.935, -2.342, 3.014], [-2.495, 1.269, 1.633], [-0.945, -1.248, 2.416], [-0.157, 1.270, 0.884], [2.060, 1.327, 0.038], [4.336, 0.433, -0.079], [4.941, -1.584, 1.194], [3.254, -2.716, 2.583], [0.987, -1.846, 2.715], [2.118, 6.310, 3.533], [1.771, 5.189, 4.393], [2.714, 4.831, 5.445], [0.512, 4.570, 4.300], [0.189, 3.635, 5.132], [-1.026, 2.971, 5.033], [-1.226, 1.891, 6.055], [-1.847, 2.171, 7.262], [-2.043, 1.180, 8.202], [-1.611, -0.105, 7.945], [-0.986, -0.398, 6.749], [-0.795, 0.596, 5.811], [-0.390, 4.986, 3.269], [-1.586, 5.773, 3.578], [-0.241, 4.482, 1.902], [1.316, 6.515, 2.825], [2.281, 7.205, 4.131], [3.024, 6.086, 2.972], [2.332, 4.000, 6.034], [3.668, 4.536, 5.012], [2.878, 5.677, 6.109], [-1.834, 3.703, 5.125], [-1.108, 2.547, 4.027], [-2.197, 3.169, 7.457], [-2.541, 1.406, 9.132], [-1.770, -0.882, 8.675], [-0.654, -1.405, 6.549], [-0.328, 0.365, 4.869], [-1.583, 6.066, 4.628], [-1.612, 6.676, 2.970], [-2.491, 5.200, 3.380], [0.707, 3.953, 1.800], [-1.048, 3.793, 1.657], [-0.258, 5.305, 1.190]], "mulliken_charge": [-0.82, 0.13, -0.91, -0.43, -0.29, -0.13, 0.94, -0.42, -0.69, -0.37, -0.83, -0.25, 0.31, 0.32, 0.34, 0.33, 0.36, 0.33, 0.46, 0.26, 0.36, 0.38, 0.41, 0.41, 0.41, 0.35, -1.04, 0.20, -0.97, 0.29, -0.49, -0.09, -0.23, -0.25, -0.69, -0.40, -0.73, -0.21, 0.55, -1.13, -1.03, 0.29, 0.35, 0.34, 0.30, 0.31, 0.30, 0.28, -0.04, 0.43, 0.39, 0.39, 0.40, 0.63, 0.37, 0.29, 0.33, 0.35, 0.14, 0.41]}

=====

# 4
{"formula": "C22H58BN4O5P", "method": "ωB97M-V/def2-TZVPD", "lumo_ev": 0.372, "gap_ev": 8.15, "charge": 0, "homo_energy_ev": -7.78, "species": ["C", "C", "O", "P", "O", "O", "O", "B", "O", "N", "C", "C", "H", "H", "H", "H", "H", "H", "H", "H", "H", "H", "H", "H", "H", "C", "C", "N", "C", "C", "C", "C", "H", "H", "H", "H", "H", "H", "H", "H", "H", "H", "H", "H", "H", "H", "H", "C", "C", "N", "C", "C", "C", "C", "H", "H", "H", "H", "H", "H", "H", "H", "H", "H", "H", "H", "H", "H", "H", "C", "C", "N", "C", "C", "C", "C", "H", "H", "H", "H", "H", "H", "H", "H", "H", "H", "H", "H", "H", "H", "H"], "positions_angstrom": [[3.099, -1.715, -2.176], [3.151, -2.409, -3.526], [3.066, -3.844, -3.392], [1.664, -4.499, -3.042], [1.011, -4.029, -1.817], [2.065, -6.032, -3.100], [0.714, -4.307, -4.288], [-0.416, -3.452, -4.122], [-0.227, -2.086, -4.289], [-1.684, -3.994, -3.865], [-1.752, -5.233, -3.088], [-2.693, -3.025, -3.411], [3.615, -2.337, -1.443], [3.554, -0.727, -2.238], [2.065, -1.640, -1.841], [2.360, -2.058, -4.191], [4.101, -2.226, -4.027], [3.010, -6.156, -3.259], [0.115, -1.870, -5.165], [-2.569, -5.860, -3.450], [-0.819, -5.790, -3.153], [-1.926, -5.010, -2.030], [-2.896, -2.295, -4.192], [-2.370, -2.499, -2.509], [-3.619, -3.558, -3.193], [-0.552, 4.492, -1.932], [0.704, 4.419, -2.785], [1.758, 3.622, -2.185], [3.047, 3.785, -2.833], [3.193, 3.315, -4.286], [1.391, 2.262, -1.832], [0.850, 1.345, -2.936], [-0.320, 4.841, -0.924], [-1.261, 5.190, -2.381], [-1.054, 3.527, -1.852], [1.101, 5.430, -2.913], [0.425, 4.071, -3.793], [3.796, 3.278, -2.217], [3.296, 4.850, -2.789], [3.223, 2.229, -4.366], [4.127, 3.698, -4.701], [2.381, 3.682, -4.915], [0.643, 2.305, -1.036], [2.263, 1.792, -1.369], [0.103, 1.843, -3.557], [0.369, 0.476, -2.482], [1.639, 0.970, -3.589], [-3.637, 5.137, 3.842], [-2.463, 4.713, 2.973], [-1.176, 4.935, 3.607], [-0.054, 4.815, 2.693], [0.223, 3.445, 2.063], [-1.004, 4.320, 4.913], [-1.186, 2.799, 5.021], [-3.521, 6.172, 4.167], [-4.564, 5.057, 3.273], [-3.743, 4.509, 4.726], [-2.472, 5.308, 2.055], [-2.615, 3.667, 2.660], [0.844, 5.156, 3.215], [-0.219, 5.537, 1.887], [0.661, 2.747, 2.776], [0.936, 3.557, 1.244], [-0.681, 2.995, 1.650], [-1.704, 4.797, 5.603], [-0.010, 4.595, 5.274], [-2.078, 2.461, 4.492], [-1.302, 2.518, 6.070], [-0.333, 2.249, 4.628], [-2.668, -2.170, 3.451], [-1.936, -3.207, 2.611], [-0.546, -2.869, 2.372], [0.080, -3.679, 1.339], [0.249, -5.181, 1.593], [0.251, -2.620, 3.560], [0.344, -3.734, 4.611], [-2.563, -1.177, 3.011], [-3.730, -2.415, 3.498], [-2.297, -2.133, 4.475], [-2.419, -3.271, 1.632], [-2.066, -4.197, 3.081], [1.057, -3.245, 1.113], [-0.507, -3.553, 0.426], [1.040, -5.393, 2.312], [0.519, -5.668, 0.655], [-0.673, -5.640, 1.954], [-0.140, -1.723, 4.049], [1.256, -2.350, 3.226], [-0.633, -4.169, 4.825], [0.731, -3.326, 5.547], [1.011, -4.539, 4.305]], "mulliken_charge": [-0.90, -0.11, -0.44, 0.57, -0.01, -0.59, -0.45, 0.45, -0.44, 0.06, -0.88, -0.95, 0.38, 0.38, 0.13, 0.05, 0.36, 0.34, 0.25, 0.31, 0.32, 0.25, 0.24, 0.31, 0.39, -1.23, -0.42, 0.27, -0.69, -0.93, -0.69, -0.71, 0.14, 0.46, 0.29, 0.50, 0.27, 0.34, 0.44, 0.15, 0.41, 0.27, 0.03, 0.43, 0.33, 0.33, -0.01, -1.47, -0.24, 0.11, -0.90, -0.80, -0.77, -0.89, 0.34, 0.44, 0.29, 0.42, 0.22, 0.35, 0.41, 0.32, 0.29, 0.27, 0.38, 0.36, 0.22, 0.40, 0.24, -1.45, -0.32, 0.23, -0.47, -1.20, -0.63, -1.00, 0.32, 0.45, 0.29, 0.44, 0.26, 0.27, 0.23, 0.29, 0.43, 0.30, 0.29, 0.38, 0.25, 0.39, 0.27]}